ORCA calculation (the ωB97M-V functional and the def2-TZVPD basis) on a single H3NP2S molecule.

```
7
Properties=species:S:1:pos:R:3:forces:R:3
S -2.663220 -0.671779 0.083313 1.7 -1.1 0.7
P 1.510172 0.768481 0.295847 0.5 -2.4 2.6
P -1.390225 0.906920 -0.347014 0.0 0.2 -0.2
N -0.043002 0.234322 -0.001470 -0.9 0.5 0.1
H 1.961505 0.708145 -0.930539 1.1 0.4 -2.9
H -1.363072 -1.255995 0.497228 -2.4 0.5 -0.6
H 1.987839 -0.690096 0.402633 0.0 1.9 0.3
```
Positions in Å, forces in eV/Å.

Results
Frontier orbital gap ... 0.3065 hartree
Total energy ... -30950.1326 eV
ΔE to the lowest compared entry with this formula, charge and spin ... 1.646 eV
E_LUMO ... -0.510 eV
HOMO level ... -8.849 eV

Atomic partial charges in e from the Mulliken method, atoms 1 to 6: -0.302, -0.098, 0.205, -0.147, 0.030, 0.274